Here is a 17-piece molecular cluster, C74H193N11O32 overall in a non-equilibrium geometry from OMol25. Energies are from ωB97M-V with the def2-TZVPD basis set.

Element x y z (Å)
C: 1.978 -6.756 34.963
O: 1.067 -6.256 34.036
C: 1.746 -5.974 32.779
C: 1.754 -7.084 31.709
N: 0.322 -7.315 31.379
C: -0.033 -8.491 30.486
C: -0.430 -7.878 29.083
O: -0.710 -8.869 28.157
C: -1.626 -8.381 27.171
H: 2.352 -7.802 34.707
H: 1.476 -6.848 35.916
H: 2.896 -6.134 35.150
H: 2.799 -5.663 32.951
H: 1.265 -5.051 32.323
H: 2.259 -7.981 32.160
H: 2.337 -6.834 30.843
H: -0.192 -7.406 32.284
H: -0.792 -9.131 30.915
H: 0.895 -9.123 30.366
H: 0.185 -6.954 28.766
H: -1.423 -7.348 29.236
H: -2.615 -8.439 27.660
H: -1.461 -8.982 26.223
H: -1.409 -7.342 26.930
C: 1.956 -10.958 32.065
O: 2.819 -10.473 31.096
C: 3.465 -11.584 30.422
C: 4.559 -11.086 29.550
N: 5.706 -10.416 30.221
C: 5.665 -8.979 30.295
C: 6.908 -8.508 30.926
O: 7.980 -8.552 30.058
C: 9.172 -7.995 30.552
H: 1.265 -11.679 31.583
H: 1.270 -10.107 32.474
H: 2.523 -11.449 32.894
H: 2.750 -12.133 29.815
H: 3.872 -12.301 31.183
H: 4.150 -10.359 28.852
H: 4.940 -11.972 29.076
H: 6.513 -10.695 29.621
H: 4.840 -8.700 30.948
H: 5.515 -8.485 29.290
H: 7.142 -9.115 31.784
H: 6.782 -7.491 31.317
H: 9.075 -6.903 30.832
H: 9.866 -8.111 29.683
H: 9.593 -8.520 31.444
C: -7.099 -15.843 32.305
O: -5.836 -16.164 31.881
C: -4.944 -16.354 33.013
C: -3.519 -16.565 32.607
N: -2.915 -15.366 31.992
C: -1.521 -15.475 31.727
C: -0.939 -14.070 31.472
O: -1.182 -13.691 30.088
C: -0.629 -12.408 29.792
H: -7.651 -16.700 32.573
H: -7.552 -15.450 31.409
H: -7.134 -15.076 33.072
H: -5.284 -17.210 33.533
H: -5.130 -15.471 33.667
H: -3.523 -17.342 31.865
H: -2.915 -16.956 33.461
H: -3.444 -15.040 31.168
H: -1.276 -15.997 30.808
H: -1.034 -15.891 32.639
H: 0.140 -14.016 31.629
H: -1.397 -13.281 32.110
H: -1.291 -12.051 29.007
H: 0.412 -12.427 29.427
H: -0.754 -11.798 30.672
C: -5.663 -19.014 39.599
O: -5.477 -18.002 38.672
C: -4.817 -18.421 37.527
C: -5.105 -17.322 36.505
N: -6.503 -17.164 36.189
C: -7.015 -18.227 35.306
C: -8.534 -18.038 35.209
O: -9.100 -18.207 36.569
C: -8.825 -19.507 37.084
H: -6.301 -19.725 39.050
H: -6.205 -18.551 40.446
H: -4.725 -19.520 39.999
H: -5.093 -19.418 37.242
H: -3.696 -18.451 37.649
H: -4.578 -17.558 35.643
H: -4.821 -16.329 36.996
H: -7.035 -16.994 37.028
H: -6.757 -19.322 35.681
H: -6.607 -18.107 34.324
H: -8.936 -18.742 34.423
H: -8.762 -16.982 34.877
H: -8.998 -20.293 36.334
H: -9.585 -19.616 37.904
H: -7.818 -19.698 37.662
C: -5.064 -11.976 33.341
O: -5.120 -11.047 32.236
C: -4.062 -11.227 31.345
C: -3.990 -9.908 30.564
N: -3.666 -8.843 31.598
C: -3.761 -7.427 31.029
C: -3.209 -6.484 32.064
O: -3.694 -6.775 33.341
C: -3.307 -5.811 34.335
H: -5.278 -13.000 33.051
H: -5.819 -11.575 33.995
H: -4.154 -11.972 33.958
H: -4.201 -12.087 30.690
H: -3.122 -11.442 31.861
H: -4.985 -9.784 30.155
H: -3.154 -9.897 29.824
H: -4.255 -8.963 32.341
H: -4.713 -7.183 30.680
H: -3.096 -7.387 30.161
H: -3.329 -5.463 31.843
H: -2.087 -6.616 31.977
H: -3.414 -4.766 33.963
H: -2.278 -6.037 34.601
H: -3.947 -5.931 35.194
C: -10.543 -14.333 22.997
O: -10.935 -15.068 24.114
C: -9.901 -15.927 24.625
C: -9.039 -15.142 25.636
N: -9.632 -14.896 26.999
C: -9.686 -16.075 27.880
C: -10.230 -15.722 29.259
O: -9.822 -16.797 30.118
C: -10.214 -16.732 31.462
H: -9.499 -13.956 23.130
H: -11.223 -13.457 22.875
H: -10.568 -14.977 22.063
H: -9.363 -16.330 23.795
H: -10.463 -16.816 25.032
H: -8.743 -14.191 25.159
H: -8.039 -15.667 25.600
H: -10.587 -14.579 26.761
H: -8.743 -16.466 27.966
H: -10.274 -16.871 27.471
H: -11.310 -15.733 29.239
H: -9.767 -14.779 29.566
H: -9.918 -15.725 31.960
H: -9.823 -17.609 32.023
H: -11.317 -16.782 31.627
C: -8.815 -12.742 33.211
O: -7.915 -12.471 32.126
C: -8.528 -12.470 30.876
C: -7.619 -11.554 29.955
N: -7.358 -10.231 30.474
C: -8.515 -9.469 30.959
C: -8.028 -8.097 31.330
O: -7.144 -8.195 32.464
C: -7.114 -7.155 33.376
H: -9.774 -12.192 32.987
H: -8.325 -12.363 34.126
H: -8.916 -13.805 33.430
H: -9.571 -12.177 30.946
H: -8.484 -13.436 30.400
H: -8.017 -11.580 28.960
H: -6.628 -12.002 29.733
H: -6.715 -10.276 31.255
H: -8.964 -9.981 31.800
H: -9.167 -9.283 30.127
H: -8.871 -7.434 31.537
H: -7.542 -7.828 30.409
H: -6.077 -7.152 33.719
H: -7.783 -7.320 34.226
H: -7.353 -6.190 32.838
C: 2.968 -14.732 32.925
O: 3.625 -13.720 33.722
C: 2.989 -13.416 34.962
C: 3.339 -12.096 35.623
N: 4.765 -11.738 35.593
C: 5.217 -11.216 34.306
C: 6.698 -10.975 34.435
O: 7.549 -12.111 34.372
C: 7.474 -12.887 33.245
H: 3.403 -14.694 31.908
H: 1.843 -14.594 32.878
H: 3.177 -15.702 33.332
H: 3.440 -14.146 35.769
H: 1.895 -13.456 34.934
H: 3.056 -12.253 36.625
H: 2.824 -11.249 35.093
H: 5.272 -12.579 35.749
H: 4.769 -10.240 34.061
H: 4.994 -11.833 33.414
H: 6.847 -10.546 35.433
H: 7.066 -10.295 33.669
H: 7.823 -12.339 32.312
H: 6.481 -13.338 32.983
H: 8.054 -13.727 33.417
C: 1.360 -18.396 30.925
O: 0.453 -18.293 31.977
C: 1.043 -18.831 33.187
C: -0.035 -18.653 34.280
N: -1.015 -19.696 34.206
C: -1.991 -19.650 35.259
C: -3.126 -20.641 34.955
O: -4.261 -19.928 34.346
C: -4.987 -20.696 33.423
H: 1.376 -19.343 30.527
H: 2.387 -18.143 31.170
H: 0.974 -17.721 30.128
H: 1.918 -18.325 33.427
H: 1.184 -19.929 33.030
H: -0.548 -17.693 34.113
H: 0.324 -18.666 35.264
H: -1.384 -19.848 33.263
H: -2.495 -18.652 35.368
H: -1.506 -19.795 36.290
H: -3.513 -21.197 35.807
H: -2.689 -21.373 34.296
H: -5.579 -20.040 32.856
H: -5.567 -21.545 33.921
H: -4.313 -21.099 32.625
C: 1.996 -13.715 26.267
C: 2.012 -15.102 26.787
C: 1.995 -15.235 28.343
O: 3.086 -14.518 29.006
C: 4.340 -15.071 28.497
N: 0.757 -15.817 26.328
H: 1.124 -13.204 26.594
H: 2.039 -13.781 25.171
H: 2.833 -13.055 26.587
H: 2.879 -15.594 26.401
H: 1.903 -16.280 28.646
H: 1.104 -14.802 28.795
H: 5.298 -14.733 28.924
H: 4.521 -15.003 27.415
H: 4.404 -16.181 28.653
H: 0.619 -15.668 25.338
H: 0.929 -16.831 26.385
C: -0.507 -14.974 35.569
C: -1.936 -15.132 35.993
C: -2.163 -15.111 37.511
O: -1.449 -16.261 38.057
C: -0.379 -15.961 38.978
N: -2.910 -14.222 35.344
H: -0.240 -15.204 34.547
H: 0.092 -15.733 36.094
H: -0.138 -13.963 35.968
H: -2.397 -16.087 35.707
H: -3.230 -15.332 37.609
H: -1.973 -14.235 38.127
H: 0.468 -15.489 38.470
H: -0.048 -16.874 39.458
H: -0.684 -15.234 39.735
H: -2.420 -13.341 35.217
H: -3.141 -14.559 34.403
C: -6.067 -13.037 37.014
C: -7.149 -14.040 36.489
O: -6.802 -14.651 35.276
O: -4.837 -13.569 37.254
H: -6.349 -12.605 37.968
H: -6.137 -12.226 36.302
H: -8.042 -13.363 36.413
H: -7.353 -14.749 37.262
H: -6.635 -15.630 35.383
H: -4.288 -13.844 36.422
C: -0.861 -10.257 35.146
C: -1.789 -9.210 34.440
O: -1.394 -9.168 33.108
O: -0.931 -11.544 34.513
H: -1.129 -10.416 36.194
H: 0.181 -9.817 35.026
H: -1.529 -8.251 35.020
H: -2.889 -9.334 34.479
H: -2.214 -8.912 32.613
H: -0.619 -11.398 33.617
C: -2.316 -18.949 29.558
C: -2.295 -17.782 28.562
O: -2.483 -18.283 27.228
O: -3.615 -19.616 29.491
H: -1.922 -18.749 30.582
H: -1.658 -19.714 29.160
H: -1.295 -17.379 28.500
H: -2.982 -16.944 28.881
H: -3.247 -18.848 27.276
H: -4.260 -19.182 30.111
C: -7.191 -19.144 29.873
C: -6.801 -19.823 28.560
O: -6.221 -19.016 27.606
O: -6.083 -18.518 30.470
H: -7.517 -19.925 30.557
H: -8.056 -18.509 29.657
H: -7.658 -20.184 28.019
H: -6.133 -20.686 28.826
H: -5.473 -18.529 28.075
H: -6.105 -17.523 30.487
C: -5.660 -10.346 27.296
C: -6.246 -10.811 25.979
O: -7.489 -11.503 26.139
O: -6.515 -9.363 27.885
H: -4.685 -10.024 27.050
H: -5.487 -11.203 27.923
H: -5.520 -11.482 25.506
H: -6.511 -9.957 25.345
H: -7.904 -11.034 26.786
H: -6.706 -9.484 28.844
C: -5.730 -15.232 28.372
C: -4.422 -14.561 28.117
O: -3.726 -14.744 29.358
O: -6.406 -14.545 29.412
H: -5.572 -16.298 28.593
H: -6.321 -15.051 27.410
H: -4.535 -13.515 27.940
H: -3.919 -15.153 27.350
H: -2.770 -14.306 29.309
H: -5.833 -14.386 30.198

The LUMO energy comes out at 0.41 eV.

Atom charges from the Mulliken analysis, given in e for atoms 1 to 6:
1. C -0.608
2. O -0.206
3. C -1.018
4. C 0.409
5. N -0.041
6. C 2.318